Formula: C6H12N
Source: the OMol25 dataset
Level of theory: ωB97M-V with the def2-TZVPD basis set

ORCA input file:
```
! RIJCOSX wB97M-V def2-TZVPD def2/J DEFGRID3
* xyz 1 1
C -3.28 1.26 0.05
C -1.37 -0.29 -0.07
C -1.73 -1.74 -0.02
C -0.08 0.11 -0.36
C 3.32 0.44 -0.30
C 2.40 0.32 0.81
N -2.30 0.55 0.32
H -3.64 1.41 -0.96
H 2.04 1.19 1.32
H -1.48 -2.21 -0.97
H -2.79 -1.88 0.17
H -1.16 -2.24 0.76
H 0.15 1.16 -0.49
H 0.61 -0.62 -0.73
H -3.80 1.76 0.86
H 4.32 0.53 0.15
H 3.17 1.34 -0.89
H 3.37 -0.45 -0.93
H 2.25 -0.64 1.28
*
```

Its energy above the lowest of the compared OMol25 structures with the same formula, charge and spin is 4.0830 eV. The orbital gap (spin up / spin down) comes out at 5.71 / 8.23 eV. The HOMO energy (spin up / spin down) comes out at -12.06 / -13.02 eV. As for the calculated total energy: -7895.9785 eV. The value obtained for the lowest unoccupied orbital energy (spin up / spin down) is -6.4 / -4.8 eV.